# C32H16N8SbSe4Ti

C32H16N8SbSe4Ti as an isolated structure at a distorted geometry (ωB97M-V/def2-TZVPD, OMol25).

Structure (XYZ):
```
62
Properties=species:S:1:pos:R:3:nbo_charge:R:1
Ti -0.642 0.138 -0.044 1.186
C 0.157 2.550 -6.008 -0.206
C 0.416 1.218 -6.366 -0.202
C 0.633 0.259 -5.416 -0.170
C 0.529 0.554 -4.061 -0.088
C 0.559 -0.142 -2.805 0.380
N 0.276 0.730 -1.706 -0.632
C 0.234 2.022 -2.275 0.371
N 0.171 3.139 -1.595 -0.440
C 0.083 3.200 -0.285 0.373
C 0.040 4.399 0.465 -0.016
C 0.022 5.772 0.152 -0.190
C 0.019 6.713 1.172 -0.218
C 0.001 6.342 2.539 -0.206
C 0.008 4.987 2.875 -0.183
C 0.000 4.079 1.849 -0.088
C -0.042 2.601 1.924 0.421
N -0.108 1.939 3.077 -0.460
C -0.154 0.554 3.080 0.406
N -0.229 -0.326 2.002 -0.603
C -0.144 -1.629 2.485 0.411
N 0.077 -2.721 1.801 -0.431
C 0.464 -2.693 0.498 0.414
N 0.311 -1.662 -0.341 -0.606
C 0.572 -2.167 -1.601 0.396
N 0.713 -1.478 -2.719 -0.407
C 0.998 -3.564 -1.548 -0.051
C 1.650 -4.464 -2.457 -0.152
C 2.103 -5.708 -1.984 -0.208
C 1.892 -6.048 -0.665 -0.209
C 1.336 -5.137 0.214 -0.162
C 0.820 -3.940 -0.200 -0.082
C -0.343 -1.613 3.923 -0.066
C -0.272 -2.644 4.874 -0.161
C 0.047 -2.230 6.170 -0.220
C 0.198 -0.919 6.518 -0.209
C 0.055 0.191 5.619 -0.159
C -0.103 -0.222 4.292 -0.086
N -0.006 2.094 0.574 -0.614
C 0.283 1.929 -3.708 -0.001
C 0.182 2.901 -4.702 -0.192
H -0.166 3.236 -6.760 0.211
H 0.498 0.931 -7.361 0.209
H 0.997 -0.723 -5.711 0.226
H -0.124 6.068 -0.927 0.228
H -0.040 7.747 0.914 0.211
H -0.136 7.122 3.301 0.215
H 0.162 4.536 3.847 0.234
H 1.908 -4.143 -3.468 0.226
H 2.509 -6.446 -2.668 0.215
H 2.313 -6.988 -0.298 0.211
H 1.293 -5.454 1.245 0.218
H -0.475 -3.677 4.520 0.241
H 0.070 -2.990 6.942 0.212
H 0.145 -0.725 7.602 0.209
H 0.163 1.188 5.998 0.230
H -0.133 3.869 -4.430 0.217
Se -6.163 -3.451 -0.845 -0.397
Sb -4.826 -2.402 -2.990 0.678
Se -2.899 0.214 -0.248 -0.266
Se -4.154 -2.355 -0.519 -0.322
Se -3.745 -4.561 -3.760 -0.845
```

Output
Charge: -1
LUMO (spin up / spin down), eV: -0.11 / -0.09
E_HOMO (spin up / spin down), eV: -3.415 / -3.454
Frontier orbital gap (spin up / spin down), eV: 3.3 / 3.4



# C32H18BrF3IrN2O9Sb

C32H18BrF3IrN2O9Sb as an isolated structure at a distorted geometry (ωB97M-V/def2-TZVPD, OMol25).

Structure (XYZ):
```
67
Properties=species:S:1:pos:R:3:nbo_charge:R:1
Ir -0.180 1.183 -1.117 1.199
O -1.522 3.210 -4.381 -0.593
C -1.512 2.471 -3.425 0.776
O -0.383 2.139 -2.836 -0.719
C -2.828 1.877 -2.956 -0.243
C -3.952 2.231 -3.691 -0.095
C -5.188 1.709 -3.370 -0.018
C -5.365 0.832 -2.317 -0.134
C -4.256 0.506 -1.574 -0.051
C -2.976 0.994 -1.880 0.436
O -1.967 0.524 -1.157 -0.705
N -4.446 -0.396 -0.426 0.537
O -5.255 -1.290 -0.560 -0.363
O -3.802 -0.184 0.582 -0.371
N -6.363 2.088 -4.173 0.536
O -7.433 1.614 -3.850 -0.377
O -6.186 2.841 -5.106 -0.362
H -3.835 2.912 -4.522 0.285
H -6.336 0.424 -2.082 0.277
F -0.013 -2.030 6.997 -0.315
C -0.035 -1.720 5.691 0.420
C 0.584 -2.575 4.798 -0.277
C 0.566 -2.250 3.451 -0.196
C -0.071 -1.090 3.021 -0.364
C -0.689 -0.250 3.942 -0.194
C -0.673 -0.562 5.295 -0.280
Sb -0.048 -0.657 0.955 1.252
C -1.034 -2.342 0.154 -0.307
C -1.909 -3.097 0.927 -0.221
C -2.620 -4.150 0.367 -0.277
C -2.436 -4.426 -0.972 0.417
F -3.118 -5.444 -1.522 -0.316
C -1.582 -3.692 -1.773 -0.287
C -0.887 -2.639 -1.200 -0.224
C 1.992 -1.217 0.652 -0.399
C 2.957 -0.312 1.092 -0.150
C 4.309 -0.556 0.908 -0.302
C 4.678 -1.725 0.269 0.408
F 5.986 -1.970 0.076 -0.319
C 3.754 -2.647 -0.177 -0.280
C 2.404 -2.386 0.024 -0.205
H 1.070 -3.470 5.161 0.239
H 1.056 -2.905 2.741 0.232
H -1.195 0.650 3.616 0.226
H -1.145 0.072 6.032 0.239
H -2.055 -2.867 1.976 0.226
H -3.313 -4.742 0.949 0.239
H -1.478 -3.942 -2.820 0.238
H -0.226 -2.048 -1.825 0.221
H 2.662 0.609 1.589 0.203
H 5.068 0.138 1.244 0.237
H 4.092 -3.549 -0.669 0.236
H 1.675 -3.110 -0.323 0.224
Br 7.204 2.456 -1.095 0.083
C 5.561 3.146 -0.467 -0.081
C 5.555 4.280 0.334 -0.205
C 4.351 4.781 0.809 -0.202
C 3.159 4.151 0.492 -0.169
C 3.186 3.019 -0.314 -0.114
C 4.384 2.507 -0.804 -0.211
C 1.942 2.321 -0.646 0.761
O 1.868 1.346 -1.439 -0.593
O 0.813 2.627 -0.116 -0.580
H 6.488 4.766 0.583 0.235
H 4.349 5.666 1.430 0.228
H 2.213 4.527 0.855 0.238
H 4.382 1.622 -1.425 0.256
```

Output
Charge: 0
LUMO, eV: -1.52
E_HOMO, eV: -9.432
Frontier orbital gap, eV: 7.9



# C32H19BrF3N6O6SZn

C32H19BrF3N6O6SZn as an isolated structure at a distorted geometry (ωB97M-V/def2-TZVPD, OMol25).

Structure (XYZ):
```
69
Properties=species:S:1:pos:R:3:nbo_charge:R:1
Zn -0.471 0.989 -0.571 1.704
O 1.858 7.433 -1.205 -0.736
C 1.992 6.779 -0.175 0.752
O 2.544 7.021 0.896 -0.742
C 1.263 5.363 -0.207 -0.021
C 0.323 5.080 -1.186 -0.197
C -0.366 3.876 -1.124 0.181
N -0.074 2.959 -0.203 -0.641
C 0.825 3.213 0.746 0.263
C 1.483 4.435 0.800 -0.228
C 0.992 2.135 1.729 0.192
C 1.892 2.199 2.795 -0.222
C 1.957 1.144 3.686 -0.154
C 1.109 0.059 3.505 -0.257
C 0.255 0.073 2.415 0.062
N 0.204 1.073 1.551 -0.520
C -1.465 3.494 -2.017 0.187
C -2.189 4.419 -2.770 -0.222
C -3.250 3.968 -3.534 -0.161
C -3.529 2.609 -3.568 -0.264
C -2.742 1.761 -2.802 0.083
N -1.767 2.197 -2.028 -0.484
H 0.164 5.804 -1.969 0.248
H 2.162 4.704 1.595 0.245
H 2.550 3.045 2.905 0.231
H 2.658 1.167 4.508 0.217
H 1.122 -0.778 4.187 0.224
H -0.418 -0.754 2.225 0.203
H -1.927 5.466 -2.742 0.230
H -3.858 4.669 -4.090 0.214
H -4.338 2.216 -4.162 0.216
H -2.908 0.695 -2.803 0.205
Br 2.051 -3.922 5.017 0.029
C 0.931 -4.591 3.623 -0.092
C 1.389 -5.610 2.803 -0.224
C 0.582 -6.070 1.786 -0.220
C -0.673 -5.494 1.549 0.080
C -1.125 -4.493 2.422 -0.175
C -0.333 -4.050 3.456 -0.254
N -1.500 -6.035 0.590 -0.215
N -2.236 -5.390 -0.184 -0.100
C -2.124 -4.045 -0.405 -0.042
C -3.315 -3.350 -0.641 -0.115
C -3.377 -1.975 -0.642 -0.362
C -2.228 -1.181 -0.451 0.409
O -2.260 0.086 -0.331 -0.808
C -0.966 -1.885 -0.403 0.131
N 0.128 -1.111 -0.373 -0.535
C 1.314 -1.671 -0.350 0.062
C 1.486 -3.056 -0.456 -0.243
C 0.380 -3.867 -0.511 -0.146
C -0.902 -3.297 -0.402 -0.087
H 2.371 -6.033 2.959 0.225
H 0.929 -6.855 1.132 0.223
H -2.106 -4.068 2.272 0.222
H -0.689 -3.279 4.124 0.226
H -4.217 -3.938 -0.723 0.219
H -4.324 -1.469 -0.754 0.218
H 2.154 -0.999 -0.281 0.234
H 2.481 -3.472 -0.522 0.222
H 0.481 -4.931 -0.668 0.221
F 4.263 1.044 -3.006 -0.320
C 3.045 0.496 -2.974 0.703
F 3.205 -0.761 -2.526 -0.337
F 2.616 0.404 -4.238 -0.325
S 1.801 1.488 -1.945 2.347
O 2.193 1.228 -0.584 -0.997
O 1.965 2.818 -2.431 -0.936
O 0.559 0.821 -2.321 -1.045
```

Output
Charge: -1
LUMO, eV: 1.49
E_HOMO, eV: -5.426
Frontier orbital gap, eV: 6.9